(1)
Entry from OMol25: a 4-piece molecular cluster, C4H14O3 overall (ωB97M-V/def2-TZVPD).

Each line ends with the Mulliken charge.
Positions of all 21 atoms, in Å:
C1 -0.603 -1.838 -2.462  -1.14
C2 0.047 -0.606 -1.861  -0.07
C3 1.264 -0.358 -1.329  -0.02
C4 1.735 1.071 -1.187  -0.82
H1 -0.305 -2.780 -2.034  0.35
H2 -0.346 -1.780 -3.524  0.28
H3 -1.687 -1.714 -2.385  0.30
H4 -0.540 0.229 -2.284  0.20
H5 1.450 -0.918 -0.406  0.21
H6 1.423 1.662 -0.307  0.15
H7 1.174 1.664 -1.928  0.27
H8 2.804 1.242 -1.302  0.30
O1 -2.805 -1.321 2.125  -0.62
H9 -3.573 -1.106 1.593  0.31
H10 -3.187 -1.822 2.865  0.31
O2 0.735 0.187 2.652  -0.66
H11 1.007 -0.715 2.486  0.30
H12 0.761 0.460 1.710  0.32
O3 0.423 3.131 2.610  -0.65
H13 -0.385 3.086 2.086  0.30
H14 0.609 2.225 2.880  0.37

**HOMO energy**: -9.172 eV
**HOMO-LUMO gap**: 9.69 eV
**Structure (SMILES)**: C/C=C/C.O.O.O



(2)
Entry from OMol25: a 4-piece molecular cluster, C4H14O3 overall (ωB97M-V/def2-TZVPD).

Each line ends with the Mulliken charge.
Positions of all 21 atoms, in Å:
C1 -1.336 -1.374 -1.677  -1.17
C2 -0.366 -0.895 -0.632  0.56
C3 0.748 -1.520 -0.274  -0.36
C4 1.569 -1.324 0.982  -1.18
H1 -0.827 -2.112 -2.309  0.31
H2 -1.375 -0.564 -2.373  0.32
H3 -2.282 -1.783 -1.353  0.32
H4 -0.721 -0.148 0.069  0.14
H5 1.178 -2.288 -0.919  0.24
H6 0.934 -1.046 1.814  0.21
H7 2.455 -0.703 0.828  0.34
H8 1.915 -2.314 1.307  0.38
O1 2.273 1.926 -0.769  -0.67
H9 2.121 1.116 -0.288  0.33
H10 2.481 1.846 -1.697  0.31
O2 -2.379 2.877 0.708  -0.68
H11 -1.561 3.020 0.212  0.34
H12 -2.930 2.502 0.011  0.33
O3 -0.403 0.687 1.973  -0.58
H13 -0.378 0.968 2.886  0.27
H14 -1.116 1.128 1.502  0.24

**HOMO energy**: -9.139 eV
**HOMO-LUMO gap**: 9.69 eV
**Structure (SMILES)**: C/C=C/C.O.O.O



(3)
Entry from OMol25: a 5-piece molecular cluster, C4H14O3 overall (ωB97M-V/def2-TZVPD).

Each line ends with the Mulliken charge.
Positions of all 21 atoms, in Å:
C1 1.482 -1.016 0.049  -0.27
C2 0.758 -0.184 -0.751  -0.29
C3 0.864 -0.060 -2.276  -1.07
C4 1.518 -1.062 1.536  -1.15
H1 2.096 -1.743 -0.457  0.38
H2 0.101 0.597 -0.344  0.81
H3 0.350 -0.783 -2.899  0.31
H4 1.863 0.237 -2.609  0.35
H5 0.208 0.889 -2.490  0.27
H6 0.723 -1.703 1.912  0.31
H7 2.479 -1.529 1.792  0.37
H8 1.310 -0.092 1.908  0.34
H9 -1.369 2.131 1.342  0.18
H10 -1.007 -0.561 -0.264  0.47
O1 -1.219 1.312 0.855  -0.99
H11 -2.629 2.221 -1.719  0.28
H12 -1.657 1.493 -0.680  0.44
O2 -1.899 1.610 -1.636  -0.68
H13 -1.475 0.222 2.341  0.38
H14 -1.117 -1.252 1.812  0.21
O3 -1.381 -0.726 2.580  -0.65

**HOMO energy**: -9.166 eV
**HOMO-LUMO gap**: 6.27 eV



(2) is the most stable structure shown above.